Entry 1:
C42H61BN12OP2TeW | the ωB97M-V functional and the def2-TZVPD basis

XYZ file:
```
121
Properties=species:S:1:pos:R:3:forces:R:3:mulliken_spin:R:1
W -0.4754 0.7855 0.7629 2.659 2.657 0.618 1.119
Te -0.9515 1.0914 -1.9669 -0.209 0.195 -0.748 -0.031
P 2.5771 2.4142 0.9331 1.307 0.477 0.233 0.022
P -3.0828 2.5017 2.2834 0.051 -0.112 0.041 0.001
O -1.8272 2.2367 1.4035 0.454 -0.439 -0.322 -0.003
N -0.2527 -1.1111 3.1349 -0.052 0.195 -0.043 -0.006
N 0.1952 -2.2560 0.9672 0.046 0.242 -0.118 -0.014
N 2.6208 3.8654 1.6749 -1.099 0.467 0.178 -0.007
N 0.4228 -1.0916 0.2811 -0.175 -0.052 -0.047 -0.028
N -1.9775 -3.2503 3.9639 0.199 -0.511 -0.028 0.000
N -1.0980 -3.4509 2.9271 0.167 -0.022 -0.162 0.000
N -0.1869 0.2015 2.7817 -0.183 -0.209 -0.144 0.033
N -2.1452 -1.6645 1.5412 0.171 0.217 -0.184 -0.012
N 3.3775 1.4508 1.9578 -0.233 -0.955 0.363 -0.002
N -2.1796 -0.4838 0.8642 -0.624 -0.457 0.035 -0.008
N 1.1067 1.7256 0.6336 -2.672 -1.636 0.503 -0.130
N 3.2555 2.6455 -0.5052 -0.275 0.013 -1.078 -0.004
C 1.4860 6.1012 1.7226 0.000 -0.037 0.115 0.000
C -4.1675 -1.4789 0.6537 -0.178 -0.285 0.102 0.000
C 2.7518 2.0183 -1.7545 0.303 -0.018 0.053 -0.027
C -0.4539 3.0935 -2.3749 -0.104 -0.012 0.165 0.009
C 5.7580 -0.2334 1.9985 0.009 0.068 -0.065 0.000
C 2.2029 3.9432 3.1030 0.073 0.050 -0.172 0.003
C -3.4346 1.1435 3.3947 -0.024 -0.144 0.025 0.005
C 4.5300 3.3993 -0.6384 -0.002 -0.002 -0.139 0.000
C -4.9522 0.3490 -3.4279 -0.012 -0.025 0.012 0.001
C -4.9433 2.6649 -2.7588 -0.002 0.013 0.007 0.001
C 4.5112 -0.6224 1.2069 0.062 0.035 0.082 0.000
C 0.7044 4.1954 3.2175 0.110 0.340 -0.266 0.007
C 3.2692 -0.0296 1.8567 0.380 0.319 0.088 0.001
C -0.1027 5.7318 -3.0982 0.006 0.023 -0.020 -0.001
C 1.3050 -1.3719 -0.6980 -0.175 0.051 0.118 -0.003
C -0.7389 -4.7750 2.8539 0.030 0.369 -0.144 0.001
C -0.4570 5.4141 -1.7919 0.021 -0.038 0.016 -0.003
C -1.3771 -5.4374 3.8541 -0.203 -0.087 0.220 -0.001
C 0.3150 0.8783 3.8344 -0.104 0.113 -0.149 0.012
C 4.5786 1.8754 2.7213 0.015 -0.173 -0.004 0.000
C 0.9266 -3.2198 0.4092 0.111 -0.159 -0.046 0.019
C 3.1804 2.8479 -2.9522 0.214 0.005 0.078 -0.001
C 0.5740 0.0038 4.8642 0.061 -0.236 0.182 0.008
C 0.0912 4.7262 -4.0363 -0.007 0.015 -0.040 0.000
C 4.7152 2.8263 -3.0832 -0.030 0.030 0.085 0.001
C -2.1340 -4.4417 4.5138 -0.137 0.133 0.082 0.001
C 5.4013 2.7532 -1.7022 -0.111 -0.073 -0.088 0.000
C -0.6265 4.0868 -1.4153 0.061 0.094 -0.263 0.019
C -4.4965 2.8402 1.2400 -0.145 0.058 0.001 0.001
C -2.9924 1.3203 -2.4596 0.162 -0.124 0.023 0.005
C 0.3190 5.5337 2.5383 0.110 -0.120 -0.082 -0.001
C 0.2010 -1.2482 4.3755 0.176 -0.066 0.373 0.012
C -3.6334 0.2179 -3.0102 -0.094 0.012 -0.052 -0.005
C -5.6035 1.5708 -3.3081 0.018 0.015 0.021 -0.002
C -3.3155 -2.2757 1.4196 -0.388 -0.227 0.032 0.000
C -3.6270 2.5464 -2.3244 -0.167 -0.006 -0.046 0.007
C 5.8580 1.2858 2.1416 -0.042 -0.114 -0.027 -0.001
C -3.4207 -0.3726 0.3298 0.312 -0.007 0.143 0.003
C 2.1988 5.0652 0.8627 0.085 -0.068 0.330 0.000
C -2.8110 3.9291 3.3013 0.112 0.209 0.101 0.001
C 1.6544 -2.6999 -0.6539 0.101 -0.297 0.004 0.001
C -0.0932 3.3957 -3.6809 -0.031 0.062 -0.018 0.005
B -0.8129 -2.2019 2.1638 -0.037 0.021 0.007 -0.017
H 2.4864 3.0191 3.5983 0.015 -0.029 0.018 -0.002
H -2.5164 0.5924 3.5980 -0.040 -0.001 0.067 -0.001
H 0.1898 3.3707 2.7166 -0.070 0.172 -0.046 0.003
H 6.0731 1.7338 1.1658 -0.006 -0.011 0.056 0.000
H 0.9733 0.2348 5.8396 -0.048 -0.060 -0.086 0.000
H 1.1440 6.8996 1.0622 -0.004 0.004 0.038 0.000
H 2.7122 2.4501 -3.8548 0.025 0.036 0.042 0.000
H -3.4907 -3.2362 1.8844 0.031 0.133 -0.029 0.000
H 2.3831 -0.2916 1.2989 -0.163 0.035 -0.035 0.003
H -3.1193 -0.7288 -3.1333 -0.018 0.032 -0.005 0.000
H -1.9835 3.7464 3.9898 -0.066 0.038 -0.018 0.000
H -0.6173 6.2062 -1.0703 0.023 -0.017 0.008 0.000
H 0.2384 -2.2181 4.8501 -0.088 0.110 -0.042 0.000
H 0.4137 4.1899 4.2706 0.007 -0.005 0.012 0.000
H 4.4112 -1.7103 1.1606 -0.006 0.056 -0.036 0.000
H -1.3244 -6.4909 4.0818 0.007 0.120 -0.012 0.000
H 5.7145 -0.6924 2.9928 0.006 0.005 -0.059 0.000
H 0.0331 6.2690 3.2902 -0.060 0.002 -0.033 0.000
H -3.1120 3.4085 -1.9183 0.013 -0.012 -0.053 0.003
H -4.2247 2.6905 0.1955 -0.044 -0.005 -0.005 -0.001
H 0.9019 -4.2278 0.7825 0.041 0.057 -0.035 0.004
H 6.3617 3.2660 -1.7217 0.035 -0.033 -0.025 0.000
H -3.8175 1.5459 4.3345 -0.025 -0.023 -0.037 0.000
H 5.0451 3.7184 -3.6143 0.001 -0.010 -0.034 0.000
H -4.8048 3.8777 1.3781 -0.013 -0.026 -0.057 -0.001
H 4.6252 2.9597 2.7581 0.000 0.023 -0.025 0.000
H 4.4581 1.5073 3.7464 -0.090 0.047 -0.010 0.000
H -0.0709 -5.1643 2.1061 -0.046 0.016 0.069 0.000
H -6.6225 1.6754 -3.6607 0.053 -0.004 0.035 0.000
H 3.1601 -0.4315 2.8692 -0.048 0.083 0.065 0.002
H 5.6004 1.7125 -1.4310 0.007 0.024 0.051 0.000
H 6.6496 -0.6197 1.5052 0.020 -0.016 0.058 0.000
H -5.1869 -1.6950 0.3714 0.122 0.011 0.047 0.000
H 1.6689 1.9464 -1.7045 0.078 0.081 0.047 0.011
H -5.4610 -0.5017 -3.8645 0.014 0.053 0.000 0.000
H 2.8133 3.8701 -2.8219 -0.030 -0.036 -0.013 0.000
H -3.6907 0.4820 -0.2682 0.021 0.001 0.045 -0.001
H -5.4439 3.6236 -2.6842 0.004 -0.070 -0.009 0.000
H 2.3399 -3.2265 -1.2995 -0.088 0.034 0.073 0.000
H -3.7239 4.1057 3.8790 0.083 0.027 -0.033 0.000
H 3.1569 1.0026 -1.8680 0.025 0.054 0.088 -0.001
H 3.0782 5.5258 0.4224 0.140 -0.025 -0.018 0.000
H 0.4411 1.9531 3.7879 0.004 -0.433 0.029 -0.004
H -2.7901 -4.5556 5.3674 0.089 0.014 -0.108 0.000
H 0.3716 4.9753 -5.0526 -0.022 -0.006 0.046 0.000
H 1.6412 -0.6024 -1.3714 0.002 0.059 0.003 0.004
H 1.5552 4.7518 0.0444 -0.103 -0.103 -0.074 0.001
H -5.3375 2.1929 1.4964 0.062 0.028 -0.030 0.000
H 5.0173 1.9687 -3.6850 0.037 0.028 -0.005 0.000
H -4.1782 0.4644 2.9774 0.069 -0.018 -0.027 0.000
H -0.9064 3.8340 -0.4032 -0.046 -0.015 0.129 -0.014
H -2.5970 4.8107 2.6930 -0.029 -0.086 0.056 0.000
H 0.0320 2.6133 -4.4208 -0.012 0.038 0.006 0.000
H 6.6779 1.5497 2.8110 0.046 0.019 -0.060 0.000
H -0.5507 5.3805 1.8914 0.065 0.034 -0.011 0.000
H 0.0137 6.7696 -3.3895 0.008 -0.080 0.028 0.000
H 2.7612 4.7476 3.5808 0.073 -0.031 0.002 -0.001
H 5.0329 3.4517 0.3259 -0.035 -0.112 0.035 0.000
H 4.5877 -0.2462 0.1786 0.004 -0.062 0.012 0.000
H 2.2052 6.5625 2.4017 0.008 0.028 -0.051 0.000
H 4.3248 4.4284 -0.9385 -0.113 0.044 0.014 0.000
```
Positions in Å, forces in eV/Å.

**Gap between HOMO and LUMO (alpha / beta)**: 6.8846 / 6.9793 eV
**Total charge**: +3
**2S+1**: 2

***

Entry 2:
C8H23AsN3OPdS5 | the ωB97M-V functional and the def2-TZVPD basis

XYZ file:
```
42
Properties=species:S:1:pos:R:3:forces:R:3:nbo_charge:R:1
Pd 0.0448 0.8990 0.5514 -1.418 0.206 -1.105 0.881
As 1.2623 1.3495 2.7257 -0.039 0.060 0.402 0.493
S 0.3935 -2.4986 -0.4556 0.387 -0.448 -0.036 1.224
S -0.8537 0.9216 2.6821 -0.182 0.083 0.787 -0.479
S 3.0529 0.7068 -0.2461 0.605 0.364 0.104 0.010
S 2.1383 -0.5046 3.1657 0.207 -0.075 -0.049 -0.308
S 4.1769 2.1124 0.3757 -0.238 -0.389 -0.187 0.013
O 0.8400 -1.0534 -0.4995 0.228 0.372 -0.139 -1.059
N 0.8612 3.0643 -0.4132 -0.014 -0.315 -0.024 -0.865
N -1.8817 2.5187 0.0733 0.169 -0.081 0.072 -0.624
N -2.0240 -0.3486 -0.0247 0.331 0.244 0.102 -0.836
C -0.0987 4.1539 -0.1976 -0.182 -0.020 -0.066 -0.230
C 1.3525 -3.2841 0.8861 -0.403 -0.028 0.001 -0.593
C -3.0158 1.8168 -0.5179 -0.069 -0.152 0.105 -0.229
C 1.1909 -3.2656 -1.9044 -0.034 0.213 0.222 -0.576
C -3.2151 0.4814 0.1756 0.021 0.170 -0.141 -0.233
C 2.6832 -2.9975 -1.9818 -0.024 0.085 0.018 -0.631
C 0.4274 -3.5691 2.0633 0.005 0.105 -0.014 -0.626
C -1.4845 3.7269 -0.6430 0.231 0.013 0.073 -0.231
H -2.7950 1.6493 -1.5754 -0.038 0.029 -0.018 0.195
H -3.3390 0.6381 1.2479 -0.066 -0.033 0.003 0.211
H 2.8797 -1.9393 -1.8067 0.046 -0.031 -0.025 0.229
H 0.1795 5.0591 -0.7439 0.051 0.032 0.090 0.205
H -1.4743 3.5042 -1.7129 -0.026 0.006 -0.005 0.197
H -0.1111 4.3887 0.8686 0.028 0.009 0.004 0.204
H -1.9568 -0.6460 -0.9912 0.040 -0.078 -0.022 0.382
H -2.0622 -1.1770 0.5556 0.054 -0.069 -0.006 0.395
H -0.3936 -4.2204 1.7626 0.015 -0.038 0.049 0.216
H 0.9955 2.9086 -1.4066 0.109 0.045 -0.048 0.383
H 0.0118 -2.6427 2.4644 -0.013 -0.004 -0.007 0.226
H 1.7993 -4.1993 0.4990 0.033 0.027 -0.023 0.234
H -2.1818 4.5544 -0.4758 -0.061 -0.037 -0.102 0.206
H 0.9777 -4.0542 2.8686 0.008 -0.012 -0.020 0.239
H 3.2473 -3.5852 -1.2597 -0.003 0.007 0.010 0.219
H -4.1231 0.0140 -0.2133 0.003 -0.064 0.076 0.205
H 0.9429 -4.3275 -1.8552 -0.049 0.005 0.000 0.238
H 0.6709 -2.8269 -2.7570 -0.072 -0.036 0.025 0.238
H 3.0448 -3.2462 -2.9784 0.017 -0.028 0.013 0.238
H 2.1305 -2.5665 1.1469 0.084 -0.008 -0.132 0.252
H 1.7612 3.3250 -0.0291 0.121 -0.099 -0.023 0.393
H -2.1104 2.7642 1.0320 0.097 -0.083 0.094 0.394
H -3.9442 2.3956 -0.4553 0.039 0.052 -0.061 0.203
```
Positions in Å, forces in eV/Å.

**Gap between HOMO and LUMO (alpha / beta)**: 7.7374 / 5.7490 eV
**Total charge**: +1
**2S+1**: 5

***

Entry 3:
C17H31F5OsP2 | the ωB97M-V functional and the def2-TZVPD basis

XYZ file:
```
56
Properties=species:S:1:pos:R:3:forces:R:3:nbo_charge:R:1
Os -0.5547 0.3426 -1.9274 -2.708 -1.727 4.497 0.673
P -0.2561 2.5934 -1.9287 1.083 1.794 -0.710 1.183
P 0.2056 -1.9817 -1.7140 -0.303 -0.544 1.890 1.204
F 0.9471 1.9312 1.9500 0.041 -0.609 -1.485 -0.281
F -1.1893 0.6745 1.1578 0.644 0.686 -1.243 -0.314
F 1.5449 0.0796 0.9810 -0.638 0.886 -0.791 -0.310
F -0.8142 2.6642 0.1605 -0.210 -1.639 1.467 -0.367
F 1.8627 2.0092 -0.0435 -0.744 -0.790 0.329 -0.323
C 1.5052 -0.5967 -6.7520 0.391 0.531 -0.515 -0.450
C -1.5666 -0.5734 -6.8197 -0.304 -0.052 -0.477 -0.441
C -0.9087 1.5586 -5.6219 0.501 1.365 -0.804 -0.199
C 0.9441 1.1699 -3.0244 1.526 -0.110 -2.815 -0.738
C 0.9984 1.3019 0.7447 1.302 0.617 2.167 0.892
C -1.9546 0.8620 -6.4138 -0.661 -0.584 -0.174 -0.464
C 0.9170 3.9420 -2.0793 0.258 0.236 -0.960 -0.972
C -1.9105 2.9600 -2.5260 -0.091 -0.259 -0.443 -0.974
C -0.7332 -1.2821 -5.7838 0.220 -0.959 -0.872 -0.207
C 1.9412 -2.4929 -1.7425 0.282 0.607 -0.378 -0.958
C 0.3944 1.5679 -5.9359 -0.095 1.573 -0.492 -0.177
C 0.6097 -1.3445 -5.8303 -0.808 -1.474 -0.754 -0.178
C -0.3178 -2.0464 0.0444 -0.289 -0.646 -0.476 -0.947
C -0.4166 1.2321 0.1486 -1.386 0.234 1.561 0.327
C -0.7545 -3.2712 -2.5627 -0.187 0.432 -0.388 -0.952
C 1.0298 0.8430 -7.0740 0.629 -0.137 -0.973 -0.467
C 0.5599 -0.2414 -3.3757 2.640 0.808 -1.949 -0.607
H -0.3006 -3.4544 -3.5466 -0.274 -0.120 0.218 0.268
H 1.0565 2.3847 -5.5493 -0.668 -0.783 0.056 0.206
H 2.5149 -1.8249 -1.0820 -0.112 -0.258 -0.159 0.276
H 1.4183 -0.8632 -3.6967 -1.173 0.116 0.530 0.304
H 0.7547 4.3624 -3.0947 0.369 0.184 0.600 0.266
H -1.8868 3.0823 -3.6153 -0.372 0.065 0.486 0.263
H -2.8820 0.8107 -5.8282 0.100 0.134 -0.132 0.216
H -1.0851 -2.8196 0.1541 0.350 -0.169 0.146 0.272
H -2.5059 -1.1364 -6.9627 0.450 0.125 0.017 0.246
H 1.6846 -1.1235 -7.7158 -0.204 0.098 0.613 0.265
H 1.9431 1.4011 -7.3649 -0.582 -0.221 0.048 0.244
H 0.5729 -2.2375 0.6443 -0.324 0.054 0.278 0.280
H 1.9579 3.5686 -1.9776 -0.744 0.315 -0.016 0.288
H -1.3276 -1.8895 -5.0682 0.642 0.252 -0.358 0.199
H -0.8148 -1.1139 0.2968 0.291 -0.350 0.361 0.256
H 2.5015 -0.5101 -6.2914 -0.216 -0.174 -0.032 0.217
H 2.3615 -2.4283 -2.7629 -0.174 -0.166 0.500 0.256
H -2.5899 2.1214 -2.2373 0.183 0.747 -0.194 0.268
H 0.6895 4.6788 -1.2869 0.118 -0.296 -0.404 0.299
H -0.7827 -4.1989 -1.9533 0.183 0.604 -0.291 0.295
H -1.2942 2.3380 -4.9568 0.402 -0.459 -0.189 0.177
H -2.2064 3.8989 -2.0555 -0.209 -0.051 0.147 0.307
H -2.1983 1.4215 -7.3435 0.149 -0.081 0.621 0.258
H 0.3809 0.8402 -7.9754 0.284 0.084 0.663 0.233
H -1.0679 -0.5660 -7.8101 -0.197 -0.142 0.719 0.228
H 2.0197 -3.5224 -1.3870 -0.069 0.055 0.050 0.288
H -0.3751 -0.2769 -3.9865 0.652 -0.048 -0.424 0.311
H 1.1457 -2.1188 -5.2678 -0.347 0.292 0.257 0.194
H 1.9462 1.2405 -2.6176 0.035 0.133 0.349 0.288
H -1.7792 -2.8826 -2.6890 0.294 -0.385 -0.037 0.265
H 0.8227 1.7808 -3.9193 0.068 0.205 0.365 0.316
```
Positions in Å, forces in eV/Å.

**Gap between HOMO and LUMO (alpha / beta)**: 6.0871 / 5.4812 eV
**Total charge**: +2
**2S+1**: 5

***

Entry 4:
C5H16O2 | the ωB97M-V functional and the def2-TZVPD basis

XYZ file:
```
23
Properties=species:S:1:pos:R:3:forces:R:3:nbo_charge:R:1
O -0.4694 2.6933 -2.9713 0.540 -0.260 0.668 -0.959
O 2.6466 2.5678 1.2106 -1.770 4.524 3.991 -0.927
C -0.9027 0.3753 2.2816 -0.956 2.210 2.086 -0.636
C -0.5103 -1.6880 0.6121 -1.145 0.265 -1.311 -0.388
C 0.3575 -1.0333 -0.4853 3.830 -1.439 0.138 -0.427
C 0.1273 -1.4667 -1.9813 0.260 -0.683 -0.445 -0.638
C -1.3814 -0.7657 1.4997 -0.491 -1.740 -2.708 -0.404
H -0.4501 -0.6200 -2.6098 1.464 -2.267 1.217 0.225
H -0.4283 -2.4582 -1.9345 -0.022 1.481 -0.273 0.212
H 0.6063 0.0081 -0.3689 -1.073 0.915 -0.053 0.202
H -1.4061 -2.2078 0.0780 2.058 -0.028 0.775 0.203
H -0.1767 2.5279 -2.0308 -0.032 0.086 -1.950 0.480
H 2.6209 3.1453 0.4956 0.068 1.166 -1.996 0.468
H -1.4066 1.3006 1.8962 0.569 -0.617 0.423 0.210
H 0.2175 2.4445 -3.6316 -0.510 0.138 1.300 0.480
H -1.9121 -1.5675 2.0426 -0.360 1.023 0.288 0.208
H 0.1525 -2.3668 1.1704 -0.730 -0.046 -0.051 0.203
H 2.8745 1.7579 0.9847 1.696 -5.708 -2.004 0.460
H 1.1258 -1.8971 -2.4622 -1.917 1.744 0.653 0.218
H 1.4932 -1.3452 -0.1988 -2.318 0.070 -0.814 0.184
H 0.1370 0.6400 2.3778 0.619 -0.417 -0.295 0.219
H -1.2875 0.2748 3.3249 0.408 0.211 -0.560 0.215
H -2.0279 -0.3191 0.7003 -0.189 -0.630 0.921 0.193
```
Positions in Å, forces in eV/Å.

**Gap between HOMO and LUMO**: 10.7987 eV